{"formula": "AlBH6O", "method": "ωB97M-V/def2-TZVPD", "elements": ["H", "H", "Al", "H", "O", "B", "H", "H", "H"], "xyz": [[0.002, 1.308, 2.200], [-0.342, 1.704, 0.755], [2.459, -0.559, 0.740], [-1.318, -1.454, -1.436], [0.190, 1.079, 1.273], [-0.462, -0.674, -1.006], [-0.825, 0.468, -1.141], [-0.315, -1.141, 0.142], [0.611, -0.732, -1.527]], "mulliken_charge": [0.373, 0.371, 1.020, 0.360, -0.529, -0.091, 0.186, 0.204, 0.106], "orbital_gap_ev": 4.79, "charge": 2, "total_energy_ev": -9390.7876, "lumo_ev": -15.99, "relative_energy_kcal_mol": 33.6}